{"formula": "C34H80O32S5", "method": "ωB97M-V with the def2-TZVPD basis set", "e_lumo_ev": 0.333, "charge": 0, "fmax_ha_per_bohr": 0.0781, "smiles": "O=S1(=O)OCCO1.O=S1(=O)OCCO1.O=S1(=O)OCCO1.O=S1(=O)OCCO1.O=S1(=O)OCCO1.COCCOC.COCCOC.COCCOC.COCCOC.COCCOC.COCCOC", "homo_energy_ev": -9.155, "gap_ev": 9.488, "species": ["O", "S", "O", "O", "C", "C", "O", "H", "H", "H", "H", "O", "S", "O", "O", "C", "C", "O", "H", "H", "H", "H", "O", "S", "O", "O", "C", "C", "O", "H", "H", "H", "H", "O", "S", "O", "O", "C", "C", "O", "H", "H", "H", "H", "O", "S", "O", "O", "C", "C", "O", "H", "H", "H", "H", "C", "O", "C", "C", "O", "C", "H", "H", "H", "H", "H", "H", "H", "H", "H", "H", "C", "O", "C", "C", "O", "C", "H", "H", "H", "H", "H", "H", "H", "H", "H", "H", "C", "O", "C", "C", "O", "C", "H", "H", "H", "H", "H", "H", "H", "H", "H", "H", "C", "O", "C", "C", "O", "C", "H", "H", "H", "H", "H", "H", "H", "H", "H", "H", "C", "O", "C", "C", "O", "C", "H", "H", "H", "H", "H", "H", "H", "H", "H", "H", "C", "O", "C", "C", "O", "C", "H", "H", "H", "H", "H", "H", "H", "H", "H", "H"], "positions_angstrom": [[18.629615, 12.666729, 16.392313], [18.596628, 13.903046, 15.688992], [17.527414, 14.300940, 14.797056], [18.788296, 15.174688, 16.720859], [20.176080, 15.424846, 16.966641], [20.822953, 15.044595, 15.602566], [19.936391, 14.062478, 14.877832], [20.272735, 16.490370, 16.971883], [20.493412, 14.885501, 17.895302], [21.778431, 14.518258, 15.816207], [20.924947, 15.978500, 15.002666], [25.966996, 17.059119, 16.788113], [25.644929, 16.053582, 17.713857], [25.416360, 16.261587, 19.071196], [24.426555, 15.254843, 17.062557], [24.770085, 13.842472, 16.955021], [26.334863, 13.738185, 16.868810], [26.802184, 14.906688, 17.520809], [24.352495, 13.264845, 17.798876], [24.206893, 13.500370, 16.080404], [26.708933, 13.819969, 15.838245], [26.804377, 12.819515, 17.232311], [21.788990, 11.787088, 9.758883], [20.910198, 12.742035, 9.228983], [21.200307, 13.367064, 7.980980], [19.407402, 12.111488, 9.410116], [19.075713, 12.296096, 10.859825], [19.577952, 13.708698, 11.108519], [20.760671, 13.974572, 10.274155], [18.018927, 12.266446, 10.896945], [19.498200, 11.506073, 11.496817], [19.837171, 13.702914, 12.129423], [18.863700, 14.487644, 10.844692], [22.118023, 12.988956, 12.941678], [23.471615, 13.256131, 12.617494], [24.477004, 13.554233, 13.560528], [23.968606, 12.016642, 11.701475], [24.922764, 12.567515, 10.725583], [24.305474, 13.883618, 10.365260], [23.507710, 14.375706, 11.438493], [25.880561, 12.530005, 11.259776], [24.948398, 11.873938, 9.883489], [23.653882, 13.815649, 9.462101], [25.077724, 14.625980, 10.048600], [22.617061, 14.406732, 19.241057], [22.642341, 14.317127, 20.639018], [22.520685, 13.130841, 21.388867], [24.031224, 15.064139, 21.158097], [23.652128, 16.479632, 21.294377], [22.249726, 16.457976, 21.888072], [21.536997, 15.394820, 21.231902], [24.382051, 16.872881, 22.039477], [23.675738, 17.043428, 20.391363], [21.688292, 17.340027, 21.643007], [22.238649, 16.185137, 22.924722], [20.539826, 17.581579, 11.280233], [21.247953, 17.192606, 12.498204], [22.244401, 18.169918, 12.764373], [22.828301, 17.882084, 14.118370], [21.883921, 18.168686, 15.219649], [21.724352, 19.556751, 15.574944], [21.244514, 17.721614, 10.446560], [19.964901, 18.499867, 11.434982], [19.935264, 16.749199, 10.971627], [21.862290, 19.174808, 12.769541], [23.063636, 18.151188, 11.991323], [23.753116, 18.429050, 14.359972], [23.164619, 16.841055, 14.186685], [22.711127, 19.942680, 15.919016], [20.973197, 19.525953, 16.402938], [21.351106, 20.159327, 14.762357], [22.757701, 21.185985, 19.357532], [21.421674, 20.676820, 19.192532], [21.383789, 19.264835, 19.541858], [20.008076, 18.693073, 19.455176], [19.524052, 18.848384, 18.147635], [18.125319, 18.924001, 18.147777], [23.497076, 21.054921, 18.514976], [23.138847, 21.000938, 20.374312], [22.526810, 22.316536, 19.436988], [21.779577, 19.158941, 20.586327], [22.028937, 18.719637, 18.839517], [19.314833, 19.232215, 20.137782], [20.253492, 17.670704, 19.725066], [17.710579, 19.832502, 18.654287], [17.681038, 18.048248, 18.655060], [17.677481, 19.018545, 17.182704], [14.419123, 20.110003, 12.308843], [14.727943, 19.061831, 13.210570], [15.672109, 19.421184, 14.222888], [17.116000, 19.396070, 13.877023], [17.568067, 18.055293, 13.566728], [18.742704, 17.674856, 14.262789], [14.327521, 21.098440, 12.849634], [13.475161, 19.933882, 11.846323], [15.196800, 20.234907, 11.555106], [15.591767, 18.769366, 15.104091], [15.475720, 20.429492, 14.639511], [17.745563, 19.932767, 14.674560], [17.313330, 19.986657, 12.990687], [19.516559, 18.507282, 14.249471], [19.158835, 16.789042, 13.823694], [18.542861, 17.476351, 15.343679], [16.611386, 12.257998, 24.278061], [16.663027, 12.679338, 22.938146], [17.981487, 12.918415, 22.463411], [18.149211, 13.400547, 21.055065], [17.572652, 14.638063, 20.841174], [16.235436, 14.469222, 20.324661], [17.298148, 11.354879, 24.442322], [15.639596, 11.900579, 24.621929], [16.984517, 13.101835, 24.936982], [18.488143, 11.973938, 22.633735], [18.435859, 13.639241, 23.210055], [17.923336, 12.657005, 20.219660], [19.274890, 13.526067, 20.918444], [15.757148, 15.469746, 20.332227], [15.643619, 13.770659, 20.932969], [16.364751, 14.031748, 19.297693], [10.779079, 16.371587, 15.821581], [11.713649, 16.491367, 16.823133], [13.036722, 16.585214, 16.266184], [13.923587, 17.132483, 17.383069], [15.226601, 17.426752, 17.027800], [16.117697, 16.320162, 16.977064], [10.990426, 15.586588, 15.052482], [10.775740, 17.337051, 15.310879], [9.791044, 16.311555, 16.287662], [13.086512, 17.263335, 15.366207], [13.342058, 15.560390, 15.948625], [13.829017, 16.469786, 18.258144], [13.534215, 18.098418, 17.708944], [17.076919, 16.679780, 16.634221], [15.780608, 15.622729, 16.212181], [16.210923, 15.902814, 17.980430], [23.856754, 9.840607, 15.900426], [23.453999, 11.021099, 16.550909], [22.120291, 11.199348, 17.000440], [21.688211, 10.169720, 18.036331], [21.839582, 10.688822, 19.305724], [21.573291, 9.688047, 20.285611], [24.761655, 10.028912, 15.355447], [23.080478, 9.579146, 15.078369], [23.971404, 8.959681, 16.591899], [21.469922, 11.168023, 16.140243], [22.026573, 12.193792, 17.450344], [22.357949, 9.331683, 17.993325], [20.625575, 9.864640, 17.849342], [22.333896, 8.838822, 20.154103], [20.572121, 9.267460, 20.184605], [21.759201, 10.248085, 21.215515]], "forces_ev_per_angstrom": [[-0.3584, 0.1081, 0.0205], [-0.8384, 2.1383, -0.7459], [0.8091, -1.1200, 1.3018], [-0.5653, -1.4717, -0.6361], [-0.2770, -1.0576, -0.9013], [0.8812, -0.6590, 0.2911], [1.0095, 1.3347, 1.3246], [0.1424, 0.6914, 0.8748], [0.0570, 0.5055, -1.0085], [-0.4860, 0.4819, -0.6669], [-0.0084, -1.0788, 0.1222], [0.2314, 1.6368, -0.0774], [0.5908, -2.6590, -2.9502], [0.0147, 0.7129, 1.8431], [1.0873, -0.6281, 0.4837], [-0.4224, -0.9926, -0.0106], [-0.8817, 0.4016, -1.5777], [-0.5829, 0.7790, 1.3320], [0.3659, 0.5778, -0.0659], [0.6528, -0.0416, -0.0043], [-0.5069, -0.0186, -0.0280], [-0.4767, 0.3100, 0.7022], [1.2600, -1.1682, 0.4281], [-1.3643, 1.7072, 0.5106], [-0.7158, -0.7357, 0.0091], [1.0310, 0.6756, 0.2932], [0.9100, 0.3151, -1.8743], [0.2545, 0.0566, -0.3605], [-1.1248, -1.5964, 0.0213], [-1.0480, -0.1112, 0.0794], [0.2611, 0.3509, -0.4696], [0.6074, 0.8206, 1.2479], [-0.1113, -0.2323, 0.1384], [0.1608, 0.2922, 0.6679], [-0.4998, -0.9849, -2.7333], [0.3254, 0.3599, 0.9508], [-0.0299, 0.9543, 0.1840], [-0.4287, -1.5096, 1.1828], [0.4364, 1.5915, -2.3185], [0.3827, -0.8210, 1.0161], [-0.0212, 0.6715, -0.4494], [-0.0802, 0.1288, 0.1278], [0.2402, -0.3087, 0.8120], [-0.4516, -0.3525, 0.7234], [-0.3867, -0.3835, -1.5352], [0.8221, 1.7955, 2.5707], [-0.1162, -0.7363, -0.2363], [-2.5037, 0.5256, -0.5243], [0.7525, -0.5562, 2.1367], [-0.0220, -0.6012, -0.4683], [1.3731, -1.0780, -1.0572], [-0.5335, -0.0621, -0.7443], [0.2827, -0.0080, -0.8904], [-0.0758, 0.5362, 0.3504], [0.1187, 0.3667, 0.7187], [1.0815, -0.3575, 0.5933], [-0.1968, 1.0621, -1.4335], [0.9796, -0.8093, -0.0614], [0.0132, 0.5319, 1.7065], [0.5506, -0.4222, -1.0726], [0.4193, -1.2964, 0.9604], [0.0833, 0.1881, 0.2933], [-0.0727, -0.1899, 0.0462], [-0.5787, -0.2454, 0.2066], [-0.5939, 0.6090, -0.1608], [-0.6174, -0.1525, 0.5026], [-0.2235, 0.3116, -0.5000], [-0.6247, -0.0554, 0.1651], [-0.6470, 0.0196, -0.0860], [0.7461, 0.3307, -0.6186], [-0.1439, 0.2598, -0.4281], [-1.3060, 3.1167, 0.1990], [1.1167, -1.5393, 0.3226], [0.8141, 1.7038, -0.1112], [0.3692, 1.2794, 0.2915], [-0.1321, -0.1509, -0.4383], [-1.3399, 0.2587, 1.2584], [-0.8985, -0.4723, 0.8921], [0.2429, -0.6474, -0.4777], [0.7381, -1.4950, -0.4792], [-0.2614, -0.0517, -0.7195], [0.1101, -0.0385, 0.1254], [0.4607, -0.6756, 0.0022], [-1.0904, -0.7665, 0.1742], [0.7078, -0.4436, 0.1323], [0.0997, 0.2266, -0.2468], [0.3426, -0.3658, -1.0519], [0.8978, 1.2105, 1.1730], [0.3799, 0.2304, 0.5587], [-0.4563, 0.2846, 1.1869], [1.6748, -0.0691, -0.4732], [0.0243, 0.6350, 0.5906], [0.2831, 1.5856, 1.0316], [0.0986, -0.8436, -0.3562], [-0.6137, -0.4748, -0.3571], [0.0295, -0.0536, -0.1780], [-0.6260, -0.2847, -0.4887], [-0.2602, -0.1045, -0.4322], [-0.9160, -1.1234, -0.6392], [0.0058, 0.2774, -0.4973], [-0.7234, -0.9933, -0.1925], [0.0641, -0.3217, -0.3641], [-0.0134, 0.0826, -0.5665], [2.0851, -0.2940, 0.7685], [-1.2759, 0.0009, -0.7670], [0.1419, -0.2274, 2.3896], [2.0063, -0.8176, -1.0222], [-1.2547, 0.4324, -0.3478], [0.5510, 0.0940, -0.4225], [-0.5550, 1.1023, -0.1873], [-0.2084, 0.5079, -0.5930], [-0.4465, -0.9181, -0.3910], [0.7007, -0.2789, -0.3575], [-0.1288, -0.3171, -1.0130], [-0.3236, 0.6374, 1.1687], [-1.1508, -0.0595, 0.3850], [0.2848, -0.6617, -0.2432], [0.2048, 0.2308, -0.0328], [-0.5565, 0.5520, 0.6661], [-0.8702, 0.7847, -0.9895], [1.7263, -0.2761, 0.3837], [-0.0302, -0.1762, -0.1583], [-0.9561, 0.2721, 0.4754], [0.9950, 0.1144, -0.2881], [-0.5225, 0.4469, -0.3160], [-0.2451, 0.2273, 0.7851], [-0.1982, 0.0479, -0.6290], [0.1403, -0.5717, -0.1664], [-0.2232, -0.5065, 0.7786], [-0.0106, 0.6119, 0.0648], [0.3104, -0.0953, -0.1215], [-0.4230, -0.0613, -0.0784], [0.0500, 0.2070, 0.1233], [-0.0070, -0.4619, 0.2519], [0.0651, -0.3553, -0.1606], [-2.4954, -0.9747, -0.7365], [1.0239, 0.8364, 0.4861], [0.0558, -0.7354, -0.0683], [-0.6921, 0.3967, -0.8491], [-0.4609, 0.1082, 1.0283], [1.7971, 0.2607, -0.1938], [0.6166, 0.2179, 0.0961], [0.9865, 0.1004, 1.2439], [-0.0491, 0.7926, -0.6226], [-0.4471, -0.0799, -0.4541], [0.3113, -0.0887, -0.0801], [0.1128, -0.9734, -0.5390], [0.6859, 0.0136, 0.1192], [-0.9464, 0.9590, 0.3710], [-0.1507, 0.1354, 0.1595], [-0.3644, -0.7737, -0.0290]]}